No. 1
106
Properties=species:S:1:pos:R:3:forces:R:3 method="wB97M-V/def2-TZVPD" largest_force_ev_per_a=0.40 s2=0.774 lumo_energy_ev="-5.3 / -5.5" homo_lumo_gap_ev="7.412 / 7.338" multiplicity=2 charge=+2 relative_energy_kcal_mol=22.22 total_energy_ha=-6673.142812
Mo 0.496945 0.484238 0.849001 -0.1 0.4 0.0
C 5.972571 -1.381515 1.002396 -0.1 0.0 0.0
C 4.550039 -1.880307 1.001811 0.0 -0.1 0.2
O 3.705767 -0.833077 1.561944 0.0 0.3 -0.2
P 2.139478 -0.996254 1.734428 -0.1 -0.3 0.1
S 1.180972 2.256260 1.724819 0.0 0.0 0.0
S 1.245170 -2.007681 0.274856 0.0 -0.1 0.0
O 1.945339 -1.685642 3.155838 0.1 0.0 -0.1
C 2.551530 -1.006326 4.299588 0.0 0.0 0.1
C 1.470766 -0.466645 5.200334 0.0 0.0 0.0
H 6.618540 -2.125689 0.537683 0.0 0.0 0.0
H 6.321595 -1.209618 2.019083 0.0 0.0 0.0
H 6.059852 -0.449911 0.445189 0.0 0.0 0.0
H 4.442294 -2.773911 1.619463 0.0 0.0 0.0
H 4.184958 -2.115018 0.000417 0.0 0.1 0.0
H 3.210418 -0.209176 3.948945 0.0 0.0 0.0
H 3.164376 -1.755986 4.797231 0.0 0.0 0.0
H 0.819307 0.220707 4.657825 0.0 0.0 0.0
H 1.930166 0.069377 6.031709 0.0 0.0 0.0
H 0.864920 -1.274335 5.605003 0.0 0.0 0.0
N -0.961584 -0.235571 2.052866 0.1 -0.2 -0.1
S -2.295011 -0.648298 2.480562 0.0 0.0 0.1
N -3.560288 0.302527 2.049584 0.0 0.0 0.0
S -4.298416 0.151785 0.698714 -0.2 0.0 0.1
N -3.510915 -0.062950 -0.614929 0.0 0.0 0.0
S -2.288397 0.867440 -1.171821 0.0 0.1 -0.1
N -0.933008 0.733858 -0.644959 0.0 -0.2 0.1
C -2.859540 2.547823 -1.083622 0.0 0.0 0.0
C -2.189276 3.390906 -0.209837 0.0 0.0 0.0
C -2.598113 4.713778 -0.118907 0.0 0.0 0.0
C -3.655030 5.167141 -0.894276 0.0 0.0 0.0
C -4.317102 4.307393 -1.764288 0.0 -0.1 0.0
C -3.920360 2.984463 -1.868264 0.0 0.1 0.1
C -2.414810 0.470766 -2.895930 0.0 0.0 0.0
C -3.208063 -0.556665 -3.381572 0.0 0.0 0.0
C -3.197344 -0.820008 -4.744493 0.0 0.0 0.0
C -2.416133 -0.055080 -5.597896 0.0 0.0 0.0
C -1.635861 0.980599 -5.098150 0.0 0.0 0.0
C -1.627470 1.246423 -3.739843 0.0 -0.1 -0.1
C -5.358670 1.567225 0.667059 0.0 0.1 0.0
C -5.110169 2.655701 1.489896 -0.1 0.0 -0.1
C -5.965711 3.745143 1.411469 0.0 0.0 0.0
C -7.038923 3.728856 0.532375 0.0 0.0 0.0
C -7.266366 2.631185 -0.288626 0.0 -0.1 0.0
C -6.421465 1.537242 -0.229888 0.0 0.0 0.0
C -5.438634 -1.200508 0.713118 0.0 -0.1 0.0
C -6.380230 -1.190405 1.737537 0.0 0.0 0.0
C -7.300416 -2.220850 1.797128 0.0 0.0 0.0
C -7.266677 -3.238296 0.849715 0.0 0.0 0.0
C -6.312081 -3.236707 -0.155783 0.0 0.0 0.0
C -5.381999 -2.208611 -0.234360 0.0 0.0 0.1
C -2.491547 -0.636495 4.239173 0.0 0.0 0.0
C -3.275656 0.307363 4.887357 0.0 -0.1 0.0
C -3.328828 0.281731 6.273961 0.0 0.0 0.0
C -2.621425 -0.679003 6.981607 0.0 0.0 0.0
C -1.841725 -1.615341 6.315125 0.0 0.0 0.0
C -1.760197 -1.593127 4.933218 -0.1 0.0 0.0
C -2.744380 -2.302833 2.013907 0.0 0.0 0.0
C -3.707874 -3.004794 2.731788 0.0 0.0 -0.1
C -4.030276 -4.287690 2.323650 0.0 0.0 0.0
C -3.396778 -4.847350 1.219168 0.0 0.0 0.0
C -2.448940 -4.127521 0.508070 0.0 0.0 0.0
C -2.114680 -2.839777 0.903350 0.0 0.0 0.0
H -1.355753 3.014080 0.369988 0.0 0.0 0.0
H -2.082981 5.391416 0.548128 0.0 0.0 0.0
H -3.962831 6.202085 -0.829938 0.0 0.0 0.0
H -5.134368 4.670606 -2.371953 0.0 0.0 0.0
H -4.416845 2.309439 -2.553308 0.0 0.0 0.0
H -3.824502 -1.134939 -2.710403 0.0 0.0 0.0
H -3.807275 -1.621142 -5.138585 0.0 0.0 0.0
H -2.418028 -0.261602 -6.659270 0.0 0.0 0.0
H -1.036220 1.582553 -5.766656 0.0 0.0 0.0
H -1.026408 2.052046 -3.341962 0.0 0.0 0.0
H -4.272619 2.644386 2.170701 0.0 0.0 0.0
H -5.794984 4.604373 2.044978 0.0 0.0 0.0
H -7.708224 4.577363 0.488307 0.0 0.0 0.0
H -8.107055 2.623765 -0.968087 0.0 0.0 0.0
H -6.592920 0.672614 -0.857560 0.0 0.0 0.0
H -6.395559 -0.390103 2.466250 0.0 0.0 0.0
H -8.047067 -2.228766 2.578755 0.0 0.0 0.0
H -7.992555 -4.038484 0.898593 0.0 0.0 0.0
H -6.286727 -4.035944 -0.883607 0.0 0.0 0.0
H -4.619900 -2.197563 -0.997811 0.0 0.0 0.0
H -3.836322 1.035269 4.320810 0.0 0.0 0.0
H -3.931345 1.009855 6.798760 0.0 0.0 0.0
H -2.677580 -0.699858 8.061258 0.0 0.0 0.0
H -1.293700 -2.361921 6.873496 0.0 0.0 0.0
H -1.143310 -2.306873 4.401724 0.0 0.0 0.0
H -4.185565 -2.564994 3.596442 0.0 0.0 0.0
H -4.766512 -4.855766 2.875562 0.0 0.0 0.0
H -3.641595 -5.856837 0.917174 0.0 0.0 0.0
H -1.953224 -4.572228 -0.344383 0.0 0.0 0.0
H -1.365429 -2.265249 0.377746 0.0 0.0 0.0
C 1.645111 -0.131960 -2.765867 0.0 0.0 -0.1
As 1.966609 1.029589 -1.262392 0.0 0.0 0.1
C 1.579513 2.806760 -1.915648 0.0 0.0 0.0
C 3.888279 1.069299 -1.111086 0.1 0.0 0.0
H 2.200179 0.214926 -3.637603 0.0 0.0 0.0
H 0.577434 -0.144079 -2.979581 0.0 0.0 0.0
H 1.966674 -1.137309 -2.499137 0.0 0.0 0.0
H 2.025864 2.967225 -2.897125 0.0 0.0 0.0
H 1.995044 3.521849 -1.206078 0.0 0.0 0.0
H 0.502222 2.948787 -1.960833 0.0 0.0 0.0
H 4.319018 1.514790 -2.007697 0.0 0.0 0.0
H 4.262615 0.056654 -0.994422 0.0 0.0 0.0
H 4.163057 1.656387 -0.235827 0.0 0.0 0.0

No. 2
113
Properties=species:S:1:pos:R:3:forces:R:3 method="wB97M-V/def2-TZVPD" largest_force_ev_per_a=2.43 lumo_energy_ev=3.0 homo_lumo_gap_ev=4.309 multiplicity=1 charge=-2 relative_energy_kcal_mol=39.51 total_energy_ha=-3563.285784
Cs -0.028082 0.248083 -0.973971 0.4 -1.9 1.4
N 4.129390 -0.165407 1.384709 0.0 0.0 0.0
C 2.855208 -0.447309 1.074826 0.0 0.0 0.2
N 2.762508 -0.660983 -0.215981 0.3 -0.1 -0.3
C 4.035712 -0.485498 -0.656917 0.0 0.1 0.0
N 4.906936 -0.179759 0.285756 -0.1 0.0 0.1
C 4.421380 -0.577955 -2.076854 0.0 0.0 0.1
C 5.721851 -0.264834 -2.486310 0.0 0.0 0.0
N 6.094666 -0.316352 -3.757291 0.0 0.0 0.1
C 5.157136 -0.682532 -4.631608 0.1 0.0 0.0
C 3.871423 -0.995309 -4.229222 -0.1 0.0 0.0
N 3.496099 -0.945849 -2.954446 -0.1 0.0 -0.1
H 4.489821 0.174580 2.259384 0.0 0.0 0.0
H 2.037373 -0.535799 1.786320 0.0 0.0 -0.1
H 6.459767 0.034736 -1.752214 0.0 0.0 0.0
H 5.445842 -0.721255 -5.675607 0.0 0.0 0.0
H 3.118252 -1.295713 -4.949905 0.0 0.0 0.0
S 2.272339 2.414120 3.407851 0.0 -0.1 -0.2
C 2.085699 3.700699 2.390582 -0.1 0.0 0.3
N 1.049006 4.548729 2.510438 0.0 0.0 -0.5
C 1.111896 5.799146 1.760409 0.1 0.0 0.0
C 1.386782 5.473467 0.319934 0.1 0.0 0.0
N 2.709667 4.835031 0.280799 -0.3 -0.5 -0.2
C 3.497911 4.820810 -0.967469 -0.1 0.2 0.0
C 2.887109 5.609856 -2.094684 -0.2 0.0 0.2
C 3.333052 6.890615 -2.396853 0.0 0.1 0.0
C 2.737238 7.623224 -3.417190 0.0 0.0 0.0
C 1.685717 7.076226 -4.140509 0.0 0.0 0.1
C 1.241922 5.790590 -3.848896 0.0 0.0 0.0
C 1.843679 5.059456 -2.836324 0.0 0.0 0.0
C 3.079937 3.976241 1.254191 0.3 0.2 0.0
S 4.547882 3.214866 1.218551 -0.1 0.0 0.1
C -0.136988 4.187931 3.300322 0.1 0.2 0.1
C -1.397317 4.834599 2.785256 0.0 0.1 0.0
C -2.028662 5.827709 3.527277 0.0 0.0 0.0
C -3.166993 6.461240 3.043325 0.0 0.0 0.0
C -3.680211 6.102314 1.804353 0.1 0.0 0.0
C -3.056503 5.105297 1.062722 0.0 0.0 0.0
C -1.922202 4.470337 1.548140 0.0 -0.1 0.1
H 1.932093 6.408891 2.153468 0.0 0.1 0.1
H 0.186879 6.354369 1.875318 -0.1 -0.1 0.0
H 1.410253 6.384473 -0.274044 0.1 0.0 0.0
H 0.620985 4.805760 -0.082704 0.0 0.0 -0.1
H 3.622598 3.779958 -1.272123 0.0 -0.1 0.1
H 4.492257 5.193570 -0.725903 0.1 0.0 0.0
H 4.151582 7.321265 -1.829029 0.0 0.0 0.0
H 3.090851 8.622590 -3.642771 0.0 0.0 0.0
H 1.218457 7.648460 -4.932876 0.0 0.0 0.0
H 0.422580 5.353464 -4.407439 0.0 0.0 0.0
H 1.496173 4.057949 -2.605529 -0.1 0.0 0.0
H 0.018964 4.462015 4.347520 0.1 0.0 0.0
H -0.210206 3.102418 3.270177 0.0 -0.1 0.0
H -1.622885 6.109696 4.493664 0.0 0.0 0.0
H -3.646499 7.235874 3.629371 0.0 0.0 0.0
H -4.562201 6.598052 1.417318 0.0 0.0 0.0
H -3.453193 4.814530 0.097792 0.0 0.0 0.1
H -1.438671 3.709565 0.939980 -0.1 0.1 0.1
N 1.748520 -4.073462 -0.969569 0.0 0.0 -0.1
H 1.376604 -3.906527 -0.037399 0.0 0.0 0.0
H 0.947682 -3.991754 -1.593589 0.0 0.0 0.0
H 2.335233 -3.270955 -1.174381 0.0 0.1 0.0
C -2.946636 -1.251653 -2.932472 0.1 0.1 0.1
C -3.685831 -0.992866 -1.652907 -0.2 0.0 0.0
C -5.041309 -1.650332 -1.533318 0.0 -0.1 0.1
O -3.235265 -0.323579 -0.746025 0.1 0.1 -0.2
H -3.626269 -1.522855 -3.739947 0.0 0.0 0.0
H -2.280728 -2.107667 -2.768930 -0.1 -0.1 0.0
H -2.326582 -0.399310 -3.212340 -0.1 0.1 0.0
H -4.938295 -2.724975 -1.707308 0.0 0.0 0.0
H -5.705045 -1.259549 -2.308993 0.0 0.0 0.0
H -5.465993 -1.465581 -0.549034 0.0 0.0 0.0
C -2.560118 3.448646 -2.163875 0.0 -0.1 0.1
C -1.189496 2.843995 -1.858418 -0.1 0.4 -0.3
O -0.594774 3.253338 -0.820612 0.0 -0.2 -0.4
O -0.764046 1.961516 -2.638432 -0.5 1.5 -1.1
H -2.861500 3.215020 -3.183286 0.0 0.0 0.0
H -2.538865 4.529045 -2.008425 0.0 0.0 0.0
H -3.285546 3.009053 -1.473304 0.0 0.0 0.0
C -3.071592 -8.203985 4.147877 0.0 0.0 0.0
C -1.720503 -7.579827 4.527312 0.0 0.0 0.0
C -0.617196 -8.425971 3.890980 0.0 0.0 0.0
C -1.547698 -7.642781 6.051915 0.0 0.0 0.0
C -1.670849 -6.120435 4.060787 0.0 0.0 0.0
C -2.634879 -5.222954 4.519961 0.0 0.1 0.0
C -2.650841 -3.880112 4.129758 0.0 0.0 0.0
C -1.668166 -3.451396 3.263870 0.0 0.3 0.0
O -1.448675 -2.215328 2.738236 -0.1 -0.3 0.1
B -0.280076 -2.278311 1.873672 0.2 0.3 0.2
O 0.155610 -3.665071 1.982070 -0.2 -0.2 0.1
C -0.700428 -4.329907 2.805145 0.2 0.1 -0.1
C -0.681217 -5.656163 3.182068 0.0 -0.1 0.0
H -3.097181 -9.262189 4.431536 0.0 0.0 0.0
H -3.234179 -8.129273 3.070534 0.0 0.0 0.0
H -3.899551 -7.698040 4.647715 0.0 0.0 0.0
H -0.693437 -9.456033 4.251272 0.0 0.0 0.0
H 0.374635 -8.049994 4.152105 0.0 0.0 0.0
H -0.704617 -8.440575 2.802240 0.0 0.0 0.0
H -1.597302 -8.680782 6.401019 0.0 0.0 0.0
H -2.324781 -7.071709 6.563314 0.0 0.0 0.0
H -0.579486 -7.226538 6.340915 0.0 0.0 0.0
H -3.406780 -5.566725 5.201486 0.0 0.0 0.0
H -3.416266 -3.198232 4.481385 0.0 0.0 0.0
H 0.081826 -6.307624 2.776478 0.0 0.0 0.0
N 0.656040 -3.797172 -4.572700 0.0 -0.1 -0.1
C -0.619482 -4.002565 -4.087563 0.0 0.1 -0.1
O -0.901618 -3.613684 -2.950656 0.0 -0.1 0.0
C -1.544504 -4.672560 -4.967798 -0.1 -0.1 -0.2
C -1.141140 -5.084264 -6.259429 -0.1 0.1 0.2
N -0.758879 -5.386831 -7.312204 0.0 0.0 0.0
C -2.896620 -4.853777 -4.587593 0.2 0.0 0.0
N -4.008628 -5.006909 -4.305219 0.0 0.0 0.0
H 0.855191 -3.912329 -5.550669 0.0 0.0 0.0
H 1.245247 -3.197777 -4.022305 0.0 0.0 0.0